The following is a DFT calculation (wB97M-V/def2-TZVPD) of a structure of composition C4H14NO3.

Summary:
⟨S²⟩: 0.758
Largest force on an atom in eV/A: 3.51
Energy above the lowest of the compared OMol25 structures with the same formula, charge and spin in eV: 2.3228
2S+1: 2
E in Ha: -441.1455
Frontier orbital gap (alpha / beta) in eV: 10.82 / 6.82

Element x y z (Å)
C  1.166  0.632  0.450
N  1.015  -0.587  1.228
C  1.027  -1.900  0.468
O  -0.236  -2.286  0.587
C  0.251  1.725  1.161
C  -1.203  1.554  0.760
H  0.776  0.528  -0.563
H  2.171  1.037  0.565
H  0.192  -0.650  1.830
H  1.786  -2.563  0.915
H  1.490  -1.736  -0.515
H  0.666  1.778  2.165
H  0.685  2.575  0.621
H  -1.835  1.210  1.583
H  -1.292  0.759  0.019
H  -1.607  2.485  0.373
H  0.080  -0.161  -3.150
H  -0.866  0.222  -2.098
O  -0.412  0.620  -2.872
H  -0.711  -2.054  -0.601
H  -2.039  -1.705  -1.426
O  -1.105  -1.481  -1.500



The following is a DFT calculation (wB97M-V/def2-TZVPD) of a structure of composition C15H33MnN5O2.

Summary:
Total charge: +2
⟨S²⟩: 0.787
Largest force on an atom in eV/A: 0.40
2S+1: 2
E in Ha: -2166.1928
Frontier orbital gap (alpha / beta) in eV: 9.28 / 8.65

Element x y z (Å)
Mn  -0.168  0.594  -0.068
C  -2.179  3.148  -1.273
C  -2.663  1.696  -1.198
N  -2.203  0.941  -0.005
C  -2.578  1.545  1.297
C  -1.616  1.031  2.346
N  -0.229  1.285  1.889
C  0.761  0.637  2.783
C  2.190  0.859  2.320
C  2.597  0.013  1.126
N  1.920  0.373  -0.143
C  2.487  1.574  -0.817
C  1.575  2.775  -0.659
N  0.199  2.381  -1.032
C  -0.775  3.455  -0.757
H  -2.866  3.809  -0.744
H  -2.253  3.438  -2.323
H  -2.303  1.132  -2.061
H  -3.755  1.701  -1.254
H  -2.659  0.032  -0.052
H  -3.610  1.315  1.570
H  -2.505  2.629  1.214
H  -1.722  -0.049  2.462
H  -1.814  1.494  3.316
H  -0.061  2.287  1.958
H  0.531  -0.431  2.804
H  0.635  1.018  3.800
H  2.854  0.592  3.144
H  2.373  1.921  2.133
H  2.346  -1.030  1.334
H  3.681  0.068  0.992
H  2.077  -0.405  -0.776
H  2.591  1.344  -1.879
H  3.485  1.802  -0.438
H  1.934  3.609  -1.268
H  1.548  3.118  0.376
H  0.190  2.197  -2.036
H  -0.441  4.402  -1.190
H  -0.779  3.598  0.325
O  -0.223  -0.743  -1.712
C  -0.462  -1.680  -0.925
O  -0.550  -1.498  0.324
C  -0.654  -3.084  -1.488
N  -0.863  -4.016  -0.310
C  0.274  -5.019  -0.293
C  1.368  -4.316  -1.076
C  0.591  -3.625  -2.197
H  -1.539  -3.088  -2.121
H  -1.772  -4.475  -0.331
H  -0.836  -3.400  0.518
H  -0.074  -5.913  -0.807
H  0.515  -5.267  0.737
H  2.110  -5.020  -1.444
H  1.881  -3.587  -0.443
H  0.302  -4.346  -2.962
H  1.135  -2.821  -2.685



The following is a DFT calculation (wB97M-V/def2-TZVPD) of a structure of composition C45H46N4O3P3S5Y.

Summary:
Total charge: -1
⟨S²⟩: 0.774
Largest force on an atom in eV/A: 0.49
Energy above the lowest of the compared OMol25 structures with the same formula, charge and spin in eV: 0.0054
2S+1: 2
E in Ha: -5240.8804
Frontier orbital gap (alpha / beta) in eV: 4.79 / 7.22

Element x y z (Å)
Y  0.289  0.778  -0.355
S  -0.705  0.189  2.491
P  -0.924  -1.565  1.538
C  -0.780  -1.383  -0.128
P  -2.049  -1.283  -1.224
S  -1.711  0.236  -2.485
C  -3.706  -1.026  -0.487
C  -3.979  0.234  0.043
C  -5.193  0.488  0.658
C  -6.155  -0.512  0.738
C  -5.892  -1.765  0.205
C  -4.670  -2.024  -0.402
C  -2.296  -2.799  -2.211
C  -1.594  -3.953  -1.895
C  -1.770  -5.110  -2.646
C  -2.656  -5.113  -3.712
C  -3.363  -3.959  -4.031
C  -3.181  -2.806  -3.286
C  -2.422  -2.421  2.157
C  -3.324  -1.803  3.011
C  -4.443  -2.493  3.459
C  -4.667  -3.800  3.055
C  -3.768  -4.422  2.196
C  -2.649  -3.736  1.754
C  0.350  -2.717  2.168
C  0.642  -2.758  3.528
C  1.598  -3.638  4.010
C  2.270  -4.484  3.135
C  1.980  -4.447  1.780
C  1.022  -3.565  1.299
H  -3.239  1.022  -0.049
H  -5.392  1.472  1.065
H  -7.108  -0.314  1.215
H  -6.634  -2.551  0.269
H  -4.472  -3.007  -0.811
H  -0.898  -3.925  -1.065
H  -1.213  -6.006  -2.397
H  -2.795  -6.012  -4.300
H  -4.050  -3.958  -4.869
H  -3.716  -1.897  -3.539
H  -3.141  -0.782  3.320
H  -5.147  -2.002  4.120
H  -5.541  -4.336  3.404
H  -3.935  -5.444  1.877
H  -1.942  -4.225  1.093
H  0.129  -2.080  4.201
H  1.829  -3.657  5.068
H  3.027  -5.162  3.511
H  2.513  -5.093  1.092
H  0.814  -3.493  0.237
S  -0.366  8.496  -2.156
N  -0.948  7.661  -0.886
C  -0.729  6.383  -1.133
C  -1.120  5.277  -0.286
C  -1.881  5.449  0.847
C  -2.244  4.329  1.596
C  -1.782  3.088  1.188
N  -1.028  2.869  0.113
C  -0.710  3.959  -0.676
C  -0.020  3.740  -1.886
N  0.339  2.451  -2.209
C  0.736  2.209  -3.455
C  0.931  3.179  -4.422
C  0.727  4.516  -4.064
C  0.250  4.806  -2.807
C  -0.055  6.152  -2.375
N  0.216  7.260  -3.040
H  -2.190  6.448  1.127
H  -2.851  4.408  2.486
H  -2.024  2.209  1.772
H  0.927  1.170  -3.689
H  1.256  2.898  -5.414
H  0.908  5.326  -4.759
C  3.253  -0.257  4.905
C  2.706  0.761  3.932
O  3.713  1.028  2.936
P  3.269  1.072  1.392
S  2.020  2.584  1.061
S  2.592  -0.671  0.777
O  4.715  1.330  0.749
C  5.438  2.524  1.085
C  6.747  2.495  0.330
H  2.518  -0.449  5.689
H  4.175  0.101  5.366
H  3.457  -1.194  4.384
H  2.471  1.708  4.421
H  1.796  0.391  3.454
H  5.606  2.546  2.164
H  4.832  3.393  0.814
H  7.318  1.606  0.597
H  7.338  3.379  0.575
H  6.570  2.482  -0.745
C  1.690  -1.775  -2.648
C  2.967  -0.969  -2.610
O  2.700  0.384  -2.252
C  3.862  1.171  -2.527
C  3.676  2.646  -2.196
H  1.908  -2.789  -2.991
H  0.962  -1.330  -3.330
H  1.228  -1.843  -1.662
H  3.441  -0.976  -3.601
H  3.679  -1.393  -1.892
H  4.096  1.049  -3.593
H  4.699  0.750  -1.958
H  2.757  2.799  -1.639
H  3.630  3.258  -3.095
H  4.490  3.009  -1.571



The following is a DFT calculation (wB97M-V/def2-TZVPD) of a cluster of 3 separate species, C25H25NO3 in total.

Summary:
Largest force on an atom in eV/A: 1.94
Energy above the lowest of the compared OMol25 structures with the same formula, charge and spin in eV: 2.7974
E in Ha: -1248.0275
Frontier orbital gap in eV: 4.61

Element x y z (Å)
C  4.464  -4.386  3.589
C  3.455  -3.939  2.579
C  3.563  -4.371  1.250
C  2.662  -3.944  0.294
C  1.530  -3.144  0.639
C  0.554  -2.890  -0.370
C  -0.690  -2.214  -0.197
C  -1.413  -2.185  1.028
C  -2.627  -1.522  1.130
C  -3.177  -0.925  -0.009
O  -4.401  -0.255  0.062
C  -4.381  1.091  0.455
C  -4.740  2.045  -0.502
C  -4.562  3.394  -0.198
C  -4.112  3.777  1.069
C  -3.824  2.807  2.035
C  -3.955  1.448  1.736
C  -2.528  -0.984  -1.249
C  -1.290  -1.586  -1.328
C  1.498  -2.630  1.975
C  2.421  -3.056  2.921
H  4.104  -4.209  4.606
H  4.684  -5.453  3.474
H  5.414  -3.849  3.472
H  4.371  -5.054  0.980
H  2.804  -4.227  -0.750
H  0.924  -2.935  -1.397
H  -1.015  -2.695  1.905
H  -3.162  -1.460  2.078
H  -5.103  1.706  -1.472
H  -4.787  4.142  -0.960
H  -3.992  4.836  1.307
H  -3.492  3.096  3.033
H  -3.724  0.667  2.461
H  -3.003  -0.533  -2.120
H  -0.746  -1.576  -2.276
H  0.760  -1.877  2.251
H  2.352  -2.704  3.953
O  -0.284  -9.130  -1.469
C  0.460  -8.815  -0.616
C  0.677  -5.715  -1.542
C  0.741  -5.898  -2.998
C  -0.658  -5.406  -3.458
C  -1.497  -5.234  -2.189
N  -0.462  -5.180  -1.130
O  1.196  -8.497  0.245
H  1.498  -5.928  -0.859
H  1.548  -5.294  -3.436
H  0.910  -6.949  -3.279
H  -0.563  -4.433  -3.953
H  -1.128  -6.107  -4.153
H  -2.113  -4.327  -2.183
H  -2.156  -6.106  -2.038
H  -0.760  -5.186  -0.160



- Look up the largest force on an atom of the first one.
  3.51 eV/A



- Which value of largest force on an atom does entry 4 give?
  1.94 eV/A



- largest force on an atom of number 1 (C4H14NO3)?
  3.51 eV/A